C25H32N4O5S2 in the gas phase at a distorted geometry, computed with ωB97M-V/def2-TZVPD.

Last column: Mulliken charge in e.
Atoms and positions in Å:
S (-4.2151, 2.0810, -1.8526)  -0.157
S (2.7947, -0.0308, -0.2933)  1.456
O (6.0723, 1.7381, 0.9861)  -0.430
O (3.6025, -1.1502, 0.1227)  -0.776
O (-3.4295, -0.6066, -1.0747)  -0.598
O (-0.7926, 3.3025, -0.7973)  -0.629
O (2.6421, 0.1805, -1.7056)  -0.759
N (-1.4442, -0.7278, -2.1903)  0.066
N (-2.0054, 1.6675, 0.2378)  0.239
N (-2.6905, -0.3161, 1.9585)  0.109
N (3.3269, 1.4150, 0.3687)  0.081
C (-0.8725, -1.8953, -1.6512)  0.396
C (5.6420, 1.7548, -0.3585)  -0.431
C (-1.3805, -0.2807, 1.5125)  0.857
C (0.2807, 0.8330, 0.1393)  -1.356
C (-2.9608, 1.0732, -2.7128)  -0.807
C (-3.2643, -1.5224, 2.5175)  -0.983
C (1.0854, -3.3033, -1.4852)  1.029
C (2.5193, -3.5621, -1.8195)  -1.443
C (-0.9531, -3.9028, -0.3557)  -0.798
C (0.3672, -4.1689, -0.6690)  -0.820
C (5.2762, 0.8695, 1.7637)  -0.571
C (4.1914, 2.2305, -0.4616)  -0.742
C (-3.1576, 3.3400, -1.0550)  -0.732
C (-1.8502, 2.7736, -0.5300)  0.365
C (0.8473, -1.2057, 1.2838)  -0.718
C (0.4524, -2.1683, -1.9716)  -0.394
C (-2.6439, -0.1772, -1.8909)  0.326
C (-1.0068, 0.7728, 0.6426)  -0.814
C (-3.1829, 0.7535, 2.8120)  -0.788
C (1.1914, -0.1542, 0.4611)  -0.257
C (-0.4310, -1.2609, 1.8079)  -0.025
C (-3.2148, -1.3482, 4.0457)  -0.641
C (-3.1417, 0.1761, 4.2421)  -0.744
C (-1.5846, -2.7726, -0.8416)  -0.643
C (3.8042, 1.2954, 1.7311)  -0.504
H (3.8273, 2.1455, -1.4846)  0.435
H (-2.6133, -2.5704, -0.5995)  0.559
H (-3.7563, 3.7512, -0.2420)  0.372
H (5.7179, 0.7449, -0.7895)  0.283
H (2.7894, -4.5955, -1.6169)  0.440
H (6.3165, 2.4321, -0.8848)  0.392
H (-2.3314, -1.8323, 4.4608)  0.203
H (-0.6887, -2.0777, 2.4621)  0.460
H (-2.2090, 0.4564, 4.7309)  0.263
H (-1.5050, -4.5883, 0.2712)  0.429
H (-4.0924, -1.7813, 4.5209)  0.404
H (2.7186, -3.3371, -2.8646)  0.351
H (1.0099, -1.4785, -2.5887)  0.284
H (-2.5801, 1.6550, 2.7164)  0.412
H (-2.9351, 4.1312, -1.7721)  0.397
H (3.1503, -2.9097, -1.2155)  0.140
H (-4.2174, 0.9769, 2.5301)  0.417
H (-4.3048, -1.5593, 2.1787)  0.454
H (-3.9663, 0.5549, 4.8422)  0.414
H (-2.9456, 1.2991, 0.3540)  0.243
H (-0.8325, -0.2292, -2.8227)  0.297
H (4.1057, 3.2666, -0.1197)  0.352
H (0.8449, -5.0569, -0.2814)  0.397
H (-2.0862, 1.6881, -2.9182)  0.451
H (5.6737, 0.9206, 2.7788)  0.396
H (3.1818, 0.5566, 2.2375)  0.261
H (1.5791, -1.9659, 1.5036)  0.635
H (0.5824, 1.6241, -0.5254)  0.782
H (-3.4173, 0.7639, -3.6547)  0.536
H (3.6829, 2.2700, 2.2153)  0.425
H (-2.7590, -2.4128, 2.1537)  0.472
H (5.3553, -0.1580, 1.3827)  0.283

Atoms 1-2, force components in eV/Å:
S 0.106 0.164 -0.097
S -0.226 0.287 0.410

For the frontier orbital gap, the calculation gives 0.3157 Eh. The molar mass is 532.69 g mol⁻¹. The calculation puts the relative energy (zero: lowest compared OMol25 entry of this formula, charge and spin) at 196.0 kJ/mol. Its largest force on an atom is 1.06 eV/Å. As for the net charge: 0. The HOMO energy is -0.2950 Ha. The LUMO energy comes out at 0.5636 eV.